1.
This record from the OMol25 dataset describes C3H31O13Y as an isolated structure in a non-equilibrium geometry. The level of theory is ωB97M-V/def2-TZVPD.

Atoms and positions in Å:
1 Y -0.75682 -1.51555 -3.27389
2 C -1.19261 1.32683 0.65022
3 C -0.18158 0.48769 -0.12538
4 C 0.80070 -0.19466 0.86297
5 O -0.73793 -0.35582 -1.10685
6 H -2.08897 0.71256 0.73587
7 H -1.40648 2.21275 0.05229
8 H -0.93659 1.75749 1.61826
9 H 0.51604 1.22185 -0.52840
10 H 0.24074 -0.83116 1.54812
11 H 1.37182 0.48737 1.49284
12 H 1.59137 -0.80265 0.42330
13 O 0.77296 2.65959 -3.22518
14 H 0.60121 3.60124 -3.23090
15 H 0.97659 2.45834 -2.31180
16 O -2.43968 -2.05999 0.83408
17 H -2.76955 -1.70823 1.66093
18 H -1.78948 -1.42040 0.54356
19 O 1.65820 -1.17755 -2.68604
20 H 2.03874 -1.16361 -1.80784
21 H 2.38853 -0.96585 -3.26744
22 O 1.74917 -1.31978 4.06039
23 H 0.93220 -1.57472 4.48910
24 H 1.86688 -1.96630 3.36441
25 O -0.48261 -3.89901 0.45979
26 H -0.03377 -3.72610 1.28736
27 H -1.40158 -3.70002 0.63904
28 O 3.42214 2.44358 -0.25790
29 H 2.97214 2.04531 -1.00295
30 H 4.31220 2.60257 -0.57214
31 O 3.86997 -1.10212 -0.94386
32 H 3.89672 -0.48262 -0.21465
33 H 4.78632 -1.21534 -1.19631
34 O -3.14400 4.59233 1.06188
35 H -3.42851 4.31033 0.19254
36 H -3.39864 3.87493 1.64217
37 O 4.89341 0.48365 1.38598
38 H 5.43160 0.62846 2.16420
39 H 4.06184 0.91347 1.58590
40 O -2.77066 0.04353 -3.24764
41 H -3.42212 0.03259 -2.54643
42 H -3.06990 0.73115 -3.84251
43 O -2.50364 -2.54853 -2.07586
44 H -3.37540 -2.86816 -2.30847
45 H -2.48491 -2.57708 -1.11927
46 O -3.74092 -0.53081 2.79404
47 H -3.13096 0.17682 3.00240
48 H -4.46418 -0.09834 2.34007

Values from the calculation:
- Net charge: +2
- Kohn-Sham gap: 6.378 eV
- Energy relative to the best compared isomer or geometry (same formula, charge and spin): 47.57 kcal/mol
- Multiplicity: 1

***

2.
This record from the OMol25 dataset describes a 14-piece molecular cluster, C3H32NO15 overall in a non-equilibrium geometry. The level of theory is ωB97M-V/def2-TZVPD.

Atoms and positions in Å:
1 C -0.22226 -1.57263 1.82577
2 N 0.72846 -0.85971 1.01158
3 C 0.98468 -1.40821 -0.31914
4 C -0.23766 -1.26505 -1.29909
5 O -1.28571 -1.77866 -0.88492
6 O -0.04028 -0.89358 -2.47554
7 H -1.23570 -1.65709 1.33433
8 H -0.32131 -0.98175 2.73773
9 H -0.04672 -2.60835 2.06654
10 H 0.44383 0.11156 0.91181
11 H 1.07359 -2.48081 -0.05019
12 H 1.92516 -1.06125 -0.73932
13 H 1.54963 2.06384 3.88377
14 H 2.95300 1.67537 3.41847
15 O 2.39118 2.43490 3.58773
16 H -2.43644 -1.51770 2.26887
17 H -2.96376 -2.86778 2.61868
18 O -2.66427 -2.04350 3.02610
19 H -1.73894 -1.00913 -3.28255
20 H -2.56212 -1.16537 -2.13088
21 O -2.69043 -1.02352 -3.07332
22 H -2.14164 -3.07755 0.22386
23 H -3.68521 -3.10225 -0.13154
24 O -2.98714 -3.51820 0.36923
25 H 1.36098 -1.12845 -3.41038
26 H 2.47870 -2.05267 -3.81602
27 O 2.30764 -1.12066 -3.66275
28 H -0.37888 3.04618 3.53231
29 H -0.14085 1.80104 2.98417
30 O -0.31119 2.13374 3.87382
31 H -4.21160 1.58559 -1.63217
32 H -4.55704 0.03628 -1.49817
33 O -4.57217 0.89885 -1.07092
34 H 0.17506 2.41657 -2.81542
35 H -0.23408 1.03413 -2.29063
36 O -0.25433 1.96878 -2.08107
37 H 2.83575 -0.46382 2.09112
38 H 4.15607 0.08400 2.74441
39 O 3.29090 -0.29455 2.91402
40 H -2.95037 2.50970 0.92881
41 H -1.38848 2.44579 0.98685
42 O -2.16748 3.00197 1.18487
43 H 0.82106 1.91669 -0.84114
44 H 1.38031 2.38757 0.55954
45 O 1.31562 1.63356 -0.03958
46 H 2.92978 0.69517 -0.24891
47 H 3.19544 0.06679 -1.76423
48 O 3.55412 0.45360 -0.95198
49 H 2.86242 1.96662 -3.41392
50 H 1.75485 0.82650 -3.51691
51 O 1.95780 1.75746 -3.64369

Values from the calculation:
- Kohn-Sham gap (spin up / spin down): 10.774 / 6.074 eV
- Energy relative to the best compared isomer or geometry (same formula, charge and spin): 51.71 kcal/mol
- Expectation value of S²: 0.76
- Multiplicity: 2

***

3.
This record from the OMol25 dataset describes a 13-piece molecular cluster, C3H32O12 overall in a non-equilibrium geometry. The level of theory is ωB97M-V/def2-TZVPD.

Atoms and positions in Å:
1 C -0.40864 2.35806 1.62916
2 C -0.34875 1.13319 2.52363
3 C -1.33827 0.03270 2.11034
4 H -1.53259 2.58439 1.34509
5 H 0.31074 2.21038 0.93046
6 H -0.30511 3.37432 2.18366
7 H -0.75066 1.50152 3.59390
8 H 0.73451 0.52975 2.65342
9 H -2.24125 -0.21925 2.84133
10 H -2.05169 0.08878 1.17799
11 H -0.68483 -0.84773 1.86894
12 H 1.09152 0.30930 -2.45230
13 H -0.08206 -0.66062 -2.20047
14 O 0.18981 0.05841 -2.72564
15 H 2.98356 0.84455 -0.14020
16 H 2.11636 -0.48779 -0.40198
17 O 2.36828 0.36874 -0.74886
18 H -2.99121 -0.49606 -0.55276
19 H -2.92044 -1.40180 0.81567
20 O -2.90894 -1.34276 -0.12497
21 H 1.00800 -2.18833 -0.16853
22 H 2.47186 -2.60566 -0.10127
23 O 1.79383 -1.94583 0.22981
24 H 3.11954 1.45785 1.85136
25 H 3.87328 0.09493 2.13361
26 O 3.80481 0.91361 1.52347
27 H -0.24169 -3.50509 0.66063
28 H -1.65572 -4.04498 0.94615
29 O -0.84623 -4.13588 0.44292
30 H -1.26232 -1.61697 -0.94396
31 H -0.81569 -2.84098 -1.69080
32 O -0.56338 -2.00865 -1.19458
33 H 2.00592 -0.19235 -4.00210
34 H 3.00361 0.03132 -2.88878
35 O 3.01124 -0.24093 -3.80212
36 H -3.54262 0.38536 -3.11336
37 H -2.02365 0.53534 -3.27703
38 O -2.73424 0.57894 -2.71884
39 H 1.28912 3.14635 -0.86130
40 H 0.60794 3.38432 -2.43865
41 O 1.23390 3.65861 -1.74832
42 H 1.16118 -0.97050 3.12446
43 H 2.33651 -1.63854 2.44011
44 O 2.08317 -0.94847 3.11248
45 H -2.73480 1.78337 -0.42246
46 H -3.97691 1.42083 -1.20510
47 O -3.63694 1.55424 -0.21423

Values from the calculation:
- Kohn-Sham gap: 10.619 eV
- Multiplicity: 1

***

4.
This record from the OMol25 dataset describes a 12-piece molecular cluster, C3H33N2O11 overall in a non-equilibrium geometry. The level of theory is ωB97M-V/def2-TZVPD.

Atoms and positions in Å:
1 C -3.16105 -0.58677 -0.64287
2 C -3.02770 -1.97343 -0.01767
3 C -2.81271 -1.87614 1.53454
4 N -1.48705 -1.39003 2.00120
5 N -2.03156 0.29551 -0.54035
6 H -4.02031 0.00596 -0.31002
7 H -3.62845 -0.64182 -1.66363
8 H -3.98504 -2.47794 -0.00241
9 H -2.10629 -2.30482 -0.50383
10 H -3.72378 -1.33402 1.79443
11 H -2.87098 -2.87952 1.98252
12 H -0.80859 -1.19604 1.25734
13 H -1.04706 -2.10778 2.56366
14 H -1.57144 -0.45484 2.49388
15 H -2.18588 1.25626 -0.29280
16 H -1.21356 0.16765 -1.12818
17 H -0.25185 1.18779 1.25747
18 H 1.05218 0.73510 1.23677
19 O 0.23170 0.45830 1.69803
20 H -0.21534 0.15831 -3.43841
21 H 1.13347 0.30023 -2.77946
22 O 0.17430 0.40735 -2.57282
23 H -0.16468 3.66623 1.07124
24 H 0.86945 3.22658 2.13889
25 O -0.02733 3.05293 1.80194
26 H 0.26705 2.26595 -1.75859
27 H 0.19541 3.67602 -1.44550
28 O 0.69699 2.89726 -1.14070
29 H 3.18678 0.85048 -2.62435
30 H 2.70638 2.41222 -2.59956
31 O 2.61978 1.52855 -2.22692
32 H 0.21420 -1.64249 -2.45482
33 H 0.59731 -3.10577 -2.99580
34 O 0.20449 -2.59907 -2.28094
35 H 2.39897 0.90156 -0.69339
36 H 1.34942 -0.10320 -0.19634
37 O 2.29387 0.09759 -0.12942
38 H -0.04306 -2.61600 -0.27305
39 H 0.76082 -3.74569 -0.05714
40 O 0.44815 -2.99898 0.47690
41 H -1.89850 1.82352 2.53215
42 H -1.53287 1.22214 3.85586
43 O -2.09187 1.05165 3.08611
44 H 2.83010 -2.54904 -1.16390
45 H 3.32953 -1.11254 -0.97641
46 O 3.37427 -1.87817 -1.58403
47 H 2.13808 2.57698 0.50007
48 H 3.14414 1.72036 1.55954
49 O 2.65099 2.49809 1.31040

Values from the calculation:
- Kohn-Sham gap (spin up / spin down): 2.832 / 9.321 eV
- Expectation value of S²: 0.75
- Multiplicity: 2

***

5.
This record from the OMol25 dataset describes a 13-piece molecular cluster, C3H34NO13S overall in a non-equilibrium geometry. The level of theory is ωB97M-V/def2-TZVPD.

Atoms and positions in Å:
1 C -3.48272 0.05787 -0.63835
2 O -3.93556 1.30460 -0.24453
3 C -2.63408 -0.84345 0.32178
4 C -2.76857 -2.37018 0.34245
5 S -2.57956 -3.01940 -1.39521
6 N -1.15011 -0.44898 0.45288
7 H -4.38260 -0.52823 -1.05382
8 H -2.77492 0.46411 -1.48239
9 H -4.26690 1.43852 0.63895
10 H -3.10724 -0.40490 1.25552
11 H -2.06541 -2.83591 1.02992
12 H -3.76286 -2.63325 0.69974
13 H -2.33303 -4.28466 -1.06398
14 H -1.05100 -0.16626 1.40682
15 H -0.47136 -1.17712 0.09058
16 H -0.85182 0.35150 -0.06476
17 H -0.40193 0.18587 3.55147
18 H -1.63358 -0.62705 3.82131
19 O -0.88163 -0.44911 3.24405
20 H -0.42189 2.62679 2.93133
21 H -0.41487 1.72630 1.61057
22 O -0.72963 1.84842 2.47607
23 H 1.61059 2.46386 -1.77917
24 H 2.12193 3.51977 -2.73205
25 O 1.61943 3.33355 -1.99698
26 H 1.96414 1.20828 1.61515
27 H 2.52017 2.56744 2.37094
28 O 2.34980 2.16766 1.54508
29 H 3.56207 -1.25899 -0.23215
30 H 3.83643 -2.71726 0.38404
31 O 3.10135 -2.17262 0.03094
32 H 2.70904 -1.94123 -3.39514
33 H 3.09828 -2.35588 -2.06966
34 O 2.30844 -2.18579 -2.57376
35 H -1.98075 2.77538 -3.19425
36 H -2.85633 2.37666 -2.11812
37 O -1.92013 2.23449 -2.46935
38 H 4.50158 1.29298 -0.99852
39 H 3.69033 1.19402 0.32243
40 O 3.83886 0.74616 -0.56724
41 H 1.00093 -1.13528 -1.52404
42 H 0.22083 0.16154 -2.16956
43 O 0.63112 -0.23728 -1.38059
44 H 0.92726 2.66840 -0.03286
45 H -0.38300 2.95114 -0.86352
46 O -0.05614 2.44376 -0.06212
47 H 1.69527 -0.75094 1.19513
48 H 1.70136 -0.78439 2.75879
49 O 1.77690 -0.34318 1.94757
50 H 0.43724 -3.45477 -0.04013
51 H 1.57968 -2.45669 -0.05077
52 O 0.49460 -2.52627 0.14952

Values from the calculation:
- Net charge: +2
- Kohn-Sham gap (spin up / spin down): 9.275 / 4.186 eV
- Expectation value of S²: 0.75
- Multiplicity: 2

***

6.
This record from the OMol25 dataset describes a 14-piece molecular cluster, C3H35NO14 overall in a non-equilibrium geometry. The level of theory is ωB97M-V/def2-TZVPD.

Atoms and positions in Å:
1 C 1.16831 2.17176 1.53890
2 C 1.92776 1.15010 0.70038
3 C 1.00853 0.15338 -0.02152
4 O 1.49084 0.02745 -1.37439
5 N 0.24559 2.99256 0.72972
6 H 1.88664 2.77952 2.09922
7 H 0.59035 1.66821 2.32491
8 H 2.63562 0.62941 1.35184
9 H 2.56549 1.63970 -0.02849
10 H -0.01949 0.51930 -0.08076
11 H 1.07005 -0.82906 0.44052
12 H 0.79385 -0.33159 -1.98555
13 H 0.51372 2.97202 -0.25637
14 H 0.29203 3.96240 1.01622
15 H 1.51861 1.74426 -2.05069
16 H 0.36919 2.50214 -2.77559
17 O 1.19897 2.65584 -2.26255
18 H -0.17588 -3.44887 -0.47152
19 H -0.42129 -2.92040 1.00468
20 O -0.88103 -3.26823 0.21113
21 H -1.71070 2.91989 -0.59518
22 H -2.90131 1.90779 -0.75781
23 O -2.47473 2.70587 -1.15955
24 H -0.86885 0.11716 -3.18513
25 H -1.24715 -1.13140 -2.29084
26 O -0.55808 -0.77633 -2.90087
27 H 3.68655 -2.20645 2.47448
28 H 2.19781 -2.02314 2.03364
29 O 3.12201 -1.73950 1.83068
30 H 1.87259 -3.00552 -1.34900
31 H 0.69720 -2.66367 -2.29774
32 O 1.01770 -3.35799 -1.71138
33 H 3.29865 -1.99738 0.06993
34 H 2.83943 -1.16058 -1.13645
35 O 3.23909 -2.03468 -0.91472
36 H -1.27217 2.10389 1.70316
37 H -2.45074 1.08026 1.48580
38 O -1.88112 1.49952 2.16722
39 H -4.34457 0.26489 0.31255
40 H -3.00334 -0.35308 -0.27040
41 O -3.40184 0.44688 0.16058
42 H -1.16592 -0.34413 4.43404
43 H -1.02258 0.38181 3.05724
44 O -0.56980 -0.25655 3.67372
45 H -3.05240 -2.30311 -1.49378
46 H -1.80538 -2.29687 -0.50507
47 O -2.42196 -1.69696 -1.06968
48 H 0.08080 -1.60107 2.80690
49 H 0.42267 -3.09464 3.06944
50 O 0.48976 -2.41308 2.39766
51 H -1.73803 2.15952 -2.58797
52 H -1.60997 2.25306 -4.17540
53 O -1.24147 1.84571 -3.38617

Values from the calculation:
- Kohn-Sham gap: 9.962 eV
- Energy relative to the best compared isomer or geometry (same formula, charge and spin): 0.00 kcal/mol
- Multiplicity: 1

***

7.
This record from the OMol25 dataset describes a 15-piece molecular cluster, C3H35NO15 overall in a non-equilibrium geometry. The level of theory is ωB97M-V/def2-TZVPD.

Atoms and positions in Å:
1 C 1.22081 1.02602 -0.94288
2 C -0.31288 0.92294 -0.96851
3 C -0.77518 -0.17155 -1.94351
4 O -1.28291 -1.12821 -1.35493
5 N 1.77498 2.30384 -0.50661
6 H 1.59696 0.60723 -1.88553
7 H 1.57464 0.35352 -0.16118
8 H -0.72391 1.90809 -1.35438
9 H -0.84610 0.81995 -0.02180
10 H -0.70570 -0.14509 -3.01654
11 H 1.36110 2.80223 0.26850
12 H 1.97725 2.90295 -1.28832
13 H -0.32854 2.53044 1.64060
14 H -0.16575 3.96747 2.09470
15 O 0.07818 3.38682 1.36688
16 H 2.15263 -1.68939 1.47563
17 H 0.90736 -2.60712 1.69684
18 O 1.77970 -2.54761 1.26405
19 H -2.24081 3.26977 -1.17435
20 H -1.05915 3.41459 -0.21147
21 O -1.28044 3.35414 -1.16446
22 H -0.92784 3.24666 -2.83704
23 H -0.81186 3.35069 -4.33446
24 O -0.34998 2.97921 -3.57470
25 H 1.08977 0.16627 -4.85035
26 H 0.37912 1.46296 -4.04614
27 O 0.39723 0.51773 -4.29386
28 H 5.05341 0.13967 2.27079
29 H 3.77795 0.70181 1.64217
30 O 4.15143 0.39358 2.48820
31 H -3.19252 0.87700 0.35294
32 H -4.30573 1.78236 0.27193
33 O -3.40884 1.72282 -0.08459
34 H -2.35321 -4.49998 1.07156
35 H -1.53187 -3.71989 -0.09618
36 O -1.99572 -3.64839 0.80935
37 H -0.13652 -3.50036 -1.63769
38 H -1.46233 -2.76442 -1.85994
39 O -1.09863 -3.67621 -1.65381
40 H 0.03419 0.79123 2.94846
41 H -1.25989 0.36676 2.13208
42 O -0.77173 1.12307 2.52923
43 H -1.60921 -1.08948 0.42655
44 H -2.10111 -2.05692 1.43970
45 O -1.87150 -1.08080 1.36190
46 H 2.57739 -0.31672 3.28119
47 H 1.49271 -0.61466 4.17360
48 O 1.60240 -0.23074 3.27975
49 H 2.44897 -3.17179 -1.67185
50 H 1.70524 -3.10717 -0.30890
51 O 1.62030 -3.39960 -1.24522
52 H -0.51239 -1.94820 3.10975
53 H -0.95187 -3.19822 2.17803
54 O -0.37962 -2.87927 2.91478

Values from the calculation:
- Kohn-Sham gap: 8.687 eV
- Energy relative to the best compared isomer or geometry (same formula, charge and spin): 64.96 kcal/mol
- Multiplicity: 1